(1)
The following is a DFT calculation (wB97M-V/def2-TZVPD) of a structure of composition C55H45N7O6SY at a distorted geometry.

Cartesian coordinates (Å):
1 Y -0.73450 -0.10706 0.40385
2 C -6.43083 -5.80469 2.27948
3 C -6.57559 -5.07748 1.06209
4 C -5.62455 -4.24199 0.58757
5 C -4.46048 -3.91781 1.30822
6 C -4.19784 -4.75062 2.43623
7 C -5.19808 -5.63173 2.84910
8 C -3.41690 -2.93841 0.89916
9 C -2.30206 -3.19185 0.21721
10 C -1.90480 -4.60722 -0.33724
11 C -0.78831 -4.45334 -1.06415
12 C -0.37474 -3.00736 -1.13276
13 C 0.45935 -2.47623 -2.06045
14 C 1.44455 -3.39652 -2.74764
15 C 1.18160 -4.01382 -4.00813
16 C 2.01440 -4.94508 -4.64229
17 C 3.07397 -5.26721 -3.88974
18 C 3.37141 -4.85611 -2.57107
19 C 2.59734 -3.84162 -2.00368
20 C 0.56124 -1.17304 -2.55093
21 N -0.20468 -0.10815 -1.94525
22 C -0.06547 0.98256 -2.67403
23 C -0.68434 2.24063 -2.59845
24 C -0.41257 3.27509 -3.59069
25 C 0.77188 3.95662 -3.35046
26 C 1.24062 5.09461 -3.97777
27 C 0.35119 5.54170 -5.06006
28 C -0.76784 4.83315 -5.30791
29 C -1.25105 3.72242 -4.57971
30 C -1.58185 2.57523 -1.47830
31 C -2.17747 4.05872 -1.21351
32 C -2.85482 3.99377 -0.13442
33 C -2.82578 2.61585 0.40794
34 N -1.97989 1.84589 -0.45071
35 C -3.56760 2.09342 1.43883
36 C -3.71400 0.63994 1.59461
37 C -4.80939 0.11858 2.26160
38 C -4.89483 -1.29889 2.06777
39 C -3.75750 -1.52584 1.31878
40 N -3.04931 -0.39596 1.06954
41 C -4.32747 3.02785 2.42092
42 C -5.26206 3.94036 1.99540
43 C -5.91227 4.83977 2.81194
44 C -5.48806 5.01601 4.17034
45 C -4.54409 4.18401 4.64971
46 C -3.89802 3.20843 3.79515
47 C 0.71793 0.69032 -3.83713
48 C 1.20921 -0.67365 -3.69232
49 N -1.22661 -2.29693 -0.27792
50 H -7.12059 -6.44805 2.69971
51 H -7.38435 -5.11693 0.25835
52 H -5.66362 -3.70731 -0.34854
53 H -3.32652 -4.77751 3.08401
54 H -5.03455 -6.13209 3.79305
55 H -2.44484 -5.68954 -0.42176
56 H -0.21642 -5.25915 -1.56076
57 H 0.34397 -3.61146 -4.44342
58 H 1.63986 -5.28992 -5.58713
59 H 3.63088 -6.27303 -4.21892
60 H 4.10983 -5.26859 -1.97037
61 H 2.96402 -3.20212 -0.68781
62 H 1.41139 3.76273 -2.54265
63 H 2.32825 5.67318 -3.94765
64 H 0.71421 6.54784 -5.75066
65 H -1.32712 5.29110 -6.19924
66 H -2.28683 3.54716 -4.73172
67 H -2.32155 4.91775 -1.89867
68 H -3.59096 4.64977 0.24450
69 H -5.61982 0.58780 2.78917
70 H -5.46763 -2.03445 2.69120
71 H -5.61248 3.80131 0.96382
72 H -6.64162 5.46549 2.60989
73 H -5.82917 6.02274 4.67117
74 H -3.95708 4.17823 5.59519
75 H -2.97591 2.62596 4.10580
76 H 1.15052 1.35303 -4.51985
77 H 2.08089 -0.98153 -4.26590
78 O 1.12050 1.16492 3.74068
79 S -0.22682 0.88492 3.18149
80 O -1.32518 1.28884 4.01394
81 O -0.23565 1.70197 1.85666
82 O -0.33635 -0.51616 2.67459
83 C 2.74968 -1.44890 2.59308
84 N 3.08007 -0.12584 2.11136
85 C 4.01060 0.55275 2.95361
86 C 4.56112 1.88782 2.37132
87 C 3.38103 2.58318 1.64143
88 N 2.82114 1.63413 0.73081
89 C 2.08506 2.23273 -0.36143
90 C 2.50135 0.35426 1.00901
91 O 1.60594 -0.31869 0.38853
92 H 3.73451 -2.22076 2.76576
93 H 2.17656 -2.20695 1.92352
94 H 2.49386 -1.41732 3.69839
95 H 4.84870 -0.12754 3.17520
96 H 3.52809 0.76961 3.94544
97 H 5.47034 1.51513 1.58918
98 H 4.76915 2.37353 3.57344
99 H 3.67610 3.72061 1.38137
100 H 2.61230 2.85787 2.87741
101 H 2.42051 3.20308 -0.50425
102 H 0.98308 2.40116 -0.16536
103 H 2.10329 1.70611 -1.27992
104 O 8.29467 -2.52645 1.01417
105 N 7.72021 -1.63027 0.32872
106 C 6.33736 -1.59781 0.40113
107 C 5.56740 -0.54393 -0.14238
108 C 6.22170 0.47516 -0.83339
109 C 7.57870 0.35736 -0.91495
110 C 8.37525 -0.64133 -0.34710
111 H 5.95953 -2.63729 0.81034
112 H 4.47727 -0.36167 0.04226
113 H 5.77305 1.19131 -1.43978
114 H 8.31712 1.06971 -1.63855
115 H 9.48694 -0.73397 -0.44531

Properties
Energy relative to the best compared isomer or geometry (same formula, charge and spin) (kcal/mol): 341.08
Frontier orbital gap (spin up / spin down) (eV): 4.1 / 5.3
Charge: -2
Spin multiplicity: 2
Electronic energy (eV): -92352.2743
Highest occupied orbital energy (spin up / spin down) (eV): -0.51 / -1.69
<S²>: 0.815



(2)
The following is a DFT calculation (wB97M-V/def2-TZVPD) of a cluster of 2 separate species, CH2N2O2 in total at a distorted geometry.

Cartesian coordinates (Å):
1 N 1.86562 0.78105 1.86358
2 N 1.54138 0.24221 2.76225
3 O 1.26638 -0.30400 3.72142
4 C -0.21697 -0.34594 0.44306
5 O -0.78069 -0.45871 1.49390
6 H 0.06814 0.69969 0.17859
7 H 0.08036 -1.31671 -0.03286

Properties
Energy relative to the best compared isomer or geometry (same formula, charge and spin) (kcal/mol): 89.90
Frontier orbital gap (eV): 11.1
Charge: 0
Electronic energy (eV): -8141.4722
Highest occupied orbital energy (eV): -10.27
Structure (SMILES): N#[N+][O-].C=O



(3)
The following is a DFT calculation (wB97M-V/def2-TZVPD) of a structure of composition C9H5NNdO4S at a distorted geometry.

Cartesian coordinates (Å):
1 O 0.57934 -0.91677 -3.09964
2 C 0.58156 -0.66908 -1.96266
3 Nd 0.54068 -0.42014 0.45548
4 O 5.43829 -1.70150 -3.02680
5 C 4.53232 -1.39372 -2.40509
6 C 1.50697 -2.49610 -0.61260
7 O 1.88155 -3.48067 -1.09629
8 C 2.75999 -1.55778 1.28105
9 O 3.63242 -2.21662 1.66499
10 S -1.84071 -1.81083 0.40212
11 C -1.98651 -0.11112 0.64524
12 N -1.90840 0.71745 -0.49187
13 C -1.88032 2.10138 -0.39450
14 C -1.65623 2.68457 0.83808
15 C -1.55533 1.87855 1.98881
16 C -1.74957 0.49520 1.89475
17 H -2.16381 0.29708 -1.39221
18 H -2.01964 2.65103 -1.32761
19 H -1.56259 3.77367 0.91097
20 H -1.36988 2.33617 2.96056
21 H -1.76012 -0.16078 2.76723

Properties
Energy relative to the best compared isomer or geometry (same formula, charge and spin) (kcal/mol): 33.86
Frontier orbital gap (spin up / spin down) (eV): 7.2 / 7.4
Charge: +3
Spin multiplicity: 4
Electronic energy (eV): -45173.0095
Highest occupied orbital energy (spin up / spin down) (eV): -21.17 / -21.19
<S²>: 3.758